(1)
13
Properties=species:S:1:pos:R:3 method="wB97M-V/def2-TZVPD" gap_ev=8.4 e_lumo_ev=-0.3 smiles="C=C(/C=C/F)SC=S" total_charge=0 de_lowest_ev=1.2511 total_energy_ev=-29651.857
S 1.24 0.87 0.05
S -0.02 1.86 2.50
F -2.17 -2.65 -0.93
C -0.29 -1.35 -0.65
C 1.03 -0.18 -2.41
C 0.01 0.86 1.24
C 0.65 -0.40 -1.13
C -1.36 -1.70 -1.34
H 0.76 -0.90 -3.20
H -0.24 -1.77 0.33
H 1.67 0.63 -2.64
H -1.59 -1.27 -2.31
H -0.73 0.08 1.11



(2)
17
Properties=species:S:1:pos:R:3 method="wB97M-V/def2-TZVPD" gap_ev="6.3 / 8.5" e_lumo_ev="-4.9 / -4.8" total_charge=+1 multiplicity=2 de_lowest_ev=0.0000 total_energy_ev=-18084.254
Sn -1.52 2.83 0.82
O -0.12 0.38 1.46
O -2.43 0.83 -1.17
N 1.36 -1.26 1.79
N -1.78 -0.37 -3.10
N -0.60 -0.22 -1.31
N 2.01 0.76 2.07
C -1.69 0.15 -1.87
C 0.99 -0.02 1.76
H 2.28 -1.41 2.19
H -0.43 0.04 -0.34
H -0.89 -0.71 -3.43
H -2.59 -0.05 -3.61
H 2.82 0.29 2.43
H 1.71 1.66 2.43
H 0.07 -0.79 -1.81
H 0.80 -2.09 1.68



(3)
44
Properties=species:S:1:pos:R:3 method="wB97M-V/def2-TZVPD" gap_ev="8.1 / 7.3" e_lumo_ev="-3.8 / -5.7" total_charge=+1 multiplicity=5 de_lowest_ev=2.5531 total_energy_ev=-49602.905
Pd -0.52 -1.95 -0.79
F 1.51 -4.49 -0.40
F 0.81 -4.36 -2.45
F -1.12 -4.53 0.47
F -1.80 -4.33 -1.59
F 0.32 -6.09 -1.25
O -2.92 1.61 -0.34
O -0.88 -1.88 1.49
O 4.67 4.22 -0.23
O 2.47 4.88 -0.55
O -2.76 -0.64 -0.12
N -0.26 0.13 -1.93
N -0.67 0.14 2.60
N 0.97 -0.48 -0.13
C 3.58 4.58 -0.38
C -0.81 -1.21 2.51
C -1.43 2.96 -1.69
C 0.49 -4.77 -1.22
C -0.90 -1.89 3.86
C -0.57 1.27 1.68
C -0.91 1.12 0.19
C 3.18 0.43 -0.44
C 1.27 1.87 -0.87
C -2.28 0.44 -0.08
C 0.31 0.72 -0.69
C -1.67 2.38 -0.33
C -1.10 2.28 -2.79
C 2.25 -0.62 -0.12
C -0.79 -4.07 -0.74
C -0.86 0.83 -2.81
C 2.57 1.62 -0.77
H 0.43 1.70 1.74
H -1.24 0.29 -3.67
H 0.91 2.87 -1.07
H -1.07 2.79 -3.75
H -0.97 -2.96 3.71
H -1.79 -1.55 4.39
H -0.63 0.45 3.56
H 4.24 0.27 -0.37
H 2.64 -1.58 0.20
H -1.75 3.17 0.41
H -0.03 -1.66 4.47
H -1.63 4.02 -1.79
H -1.25 2.02 2.08



(4)
7
Properties=species:S:1:pos:R:3 method="wB97M-V/def2-TZVPD" gap_ev=9.9 e_lumo_ev=-6.6 total_charge=+1 de_lowest_ev=3.9230 total_energy_ev=-4627.591
O 0.00 0.57 -0.07
N 1.17 -0.02 0.01
C -1.14 0.08 -0.04
H 1.97 0.60 -0.15
H -1.78 0.83 0.06
H -1.47 -0.92 0.36
H 1.25 -1.13 -0.17